[1]
{"formula": "C5H11NO2", "method": "wB97M-V/def2-TZVPD", "energy_ha": -402.28954, "total_charge": 0, "smiles": "Cc1ccc[nH]1.O.O", "homo_energy_ev": -7.6, "largest_force_ev_per_a": 5.45, "species": ["C", "C", "C", "C", "C", "N", "H", "H", "H", "H", "H", "H", "H", "O", "H", "H", "O", "H", "H"], "positions_angstrom": [[-1.507, 1.457, 0.111], [-1.322, 0.013, 0.166], [-1.639, -1.022, 1.123], [-1.414, -2.331, 0.670], [-0.980, -2.116, -0.638], [-0.781, -0.786, -0.908], [-2.309, 1.720, -0.585], [-1.641, 2.009, 1.094], [-0.716, 1.893, -0.503], [-1.842, -0.615, 2.166], [-1.356, -3.185, 1.310], [-0.379, -2.803, -1.442], [-0.261, -0.481, -1.682], [2.855, 1.786, 1.266], [2.903, 2.042, 2.190], [3.227, 2.461, 0.825], [2.389, 0.289, -1.889], [2.667, -0.512, -2.325], [2.104, 0.179, -0.950]], "forces_ev_per_a": [[0.011, 1.499, -0.372], [0.851, -5.369, 0.363], [-0.096, 4.312, 1.278], [0.631, 1.648, -1.433], [3.258, -2.037, -1.955], [-2.614, 0.625, 2.600], [-0.769, -0.136, 0.508], [0.274, -0.927, -1.255], [0.685, 0.201, 0.653], [-0.205, -1.193, -1.358], [-0.330, -0.508, -0.291], [-1.968, 1.316, 2.373], [0.358, 0.609, -1.147], [-2.036, -3.637, 2.453], [-0.081, -0.128, 0.109], [2.080, 3.706, -2.646], [-0.680, 1.088, 0.778], [-0.005, -0.576, 0.527], [0.636, -0.494, -1.185]]}

[2]
{"formula": "C5H11NO2", "method": "wB97M-V/def2-TZVPD", "energy_ha": -401.92512, "total_charge": 0, "homo_energy_ev": -8.3, "largest_force_ev_per_a": 4.01, "species": ["O", "C", "C", "C", "C", "C", "N", "H", "H", "H", "H", "H", "H", "H", "H", "H", "H", "H", "O"], "positions_angstrom": [[-1.140, -0.645, -2.028], [0.086, -0.521, -2.051], [0.766, 0.551, -1.400], [0.223, 1.040, -0.153], [0.164, 0.179, 1.186], [-0.262, -2.260, 0.884], [-0.635, -1.226, 1.823], [0.606, -1.257, -2.648], [0.086, -1.842, -0.080], [1.844, 0.504, -1.640], [-0.843, 1.195, -0.476], [0.683, 2.006, 0.042], [1.104, -0.344, 1.026], [0.230, 0.920, 1.983], [0.721, -2.676, 1.202], [-1.010, -2.999, 0.558], [-1.015, -0.227, 1.304], [-1.026, 4.229, 0.210], [-0.581, 3.373, 0.258]], "forces_ev_per_a": [[0.948, 0.284, 0.288], [-3.300, -0.309, -1.205], [1.265, -1.631, 2.307], [-0.461, 0.117, -2.876], [3.811, -0.302, 1.213], [1.489, 0.196, -1.732], [-0.582, 3.183, -1.452], [0.922, -0.246, -0.124], [-0.500, -0.136, 0.276], [-0.439, 1.309, 0.012], [-0.318, 0.626, 0.238], [-0.053, -0.073, 0.680], [0.237, 0.353, 0.737], [-0.211, -0.322, -0.047], [-0.793, -0.485, 0.333], [0.116, 0.149, 0.857], [-2.287, -2.408, 0.371], [-0.453, -0.310, -0.390], [0.609, 0.007, 0.514]]}

[3]
{"formula": "C5H11NO2", "method": "wB97M-V/def2-TZVPD", "energy_ha": -402.26807, "total_charge": 0, "smiles": "C/C(O)=C\\N.CC=O", "homo_energy_ev": -7.7, "largest_force_ev_per_a": 4.22, "species": ["C", "C", "O", "C", "N", "H", "H", "H", "H", "H", "H", "H", "C", "C", "O", "H", "H", "H", "H"], "positions_angstrom": [[-1.110, -0.991, 0.781], [-0.283, -0.778, -0.465], [0.401, -1.932, -0.873], [-0.842, -0.077, -1.532], [-1.874, 0.778, -1.499], [-0.483, -1.430, 1.560], [-1.505, -0.044, 1.159], [-1.939, -1.682, 0.607], [0.989, -2.249, -0.170], [-0.376, -0.171, -2.510], [-2.189, 1.060, -0.578], [-1.830, 1.541, -2.168], [1.622, 0.757, 1.447], [1.332, 0.821, -0.039], [0.913, 1.909, -0.535], [1.710, -0.282, 1.778], [0.812, 1.242, 1.998], [2.558, 1.278, 1.656], [2.094, 0.251, -0.619]], "forces_ev_per_a": [[0.429, 0.319, 0.194], [-2.129, -0.405, -1.415], [0.607, -0.114, 0.130], [1.569, -1.290, 0.683], [-0.027, 0.824, 0.456], [-0.065, 0.103, 0.130], [0.017, -0.091, 0.095], [0.018, 0.050, -0.100], [-0.213, 0.327, -0.212], [0.045, -0.138, 0.166], [-0.056, 0.019, -0.243], [-0.092, -0.200, 0.254], [-1.112, -0.678, 0.098], [1.240, 3.878, -1.112], [0.415, -2.205, 1.122], [0.106, 0.076, 0.119], [0.135, 0.009, 0.048], [-0.033, -0.028, -0.224], [-0.855, -0.459, -0.188]]}

[4]
{"formula": "C5H11NO2", "method": "wB97M-V/def2-TZVPD", "energy_ha": -401.88103, "total_charge": 0, "homo_energy_ev": -8.7, "largest_force_ev_per_a": 3.67, "species": ["O", "C", "O", "C", "C", "C", "C", "N", "H", "H", "H", "H", "H", "H", "H", "H", "H", "H", "H"], "positions_angstrom": [[0.017, 2.524, -2.426], [-1.758, 1.066, -0.621], [-2.320, -0.386, 1.927], [-0.545, 0.721, -0.040], [1.735, -2.344, 0.974], [2.265, -1.450, 0.178], [0.492, -1.681, 0.840], [0.628, 1.113, -0.534], [-1.749, 1.615, -1.552], [-2.672, 0.915, -0.067], [-0.082, -1.154, 1.609], [3.285, -1.173, -0.051], [1.372, 0.503, -0.192], [-0.687, 0.655, 1.036], [0.008, -1.647, -0.146], [2.067, -3.306, 1.353], [-3.213, -0.602, 2.239], [0.606, 3.002, -3.015], [0.550, 1.628, -1.512]], "forces_ev_per_a": [[0.262, -0.567, 0.735], [-0.861, 0.776, -0.707], [0.067, 0.376, -0.712], [1.201, 2.972, 1.713], [1.789, -2.096, -1.081], [-1.659, -0.411, 1.487], [-0.013, 1.929, -1.538], [-2.479, -2.706, 0.014], [-0.017, -0.265, -0.631], [0.105, -0.190, 0.305], [0.502, -0.296, 0.151], [-0.147, 0.486, 0.109], [0.797, 0.589, 0.640], [0.458, -1.593, 0.075], [-0.080, -0.582, 0.689], [-0.112, 0.245, 0.543], [0.282, -0.008, -0.064], [-0.016, -0.087, -0.069], [-0.081, 1.427, -1.659]]}

[5]
{"formula": "C5H11NO2", "method": "wB97M-V/def2-TZVPD", "energy_ha": -402.18156, "total_charge": 0, "homo_energy_ev": -8.4, "largest_force_ev_per_a": 2.97, "species": ["C", "C", "C", "C", "C", "N", "O", "O", "H", "H", "H", "H", "H", "H", "H", "H", "H", "H", "H"], "positions_angstrom": [[1.500, 0.218, -0.750], [-1.569, -0.833, -0.526], [-2.262, 0.071, 1.012], [1.972, 1.306, 0.183], [1.954, -1.182, -0.419], [-0.787, -0.028, 0.137], [0.852, 0.465, -1.756], [-3.279, 0.854, 0.475], [-2.871, 1.558, -0.044], [-2.304, -0.525, -1.277], [-1.222, -1.865, -0.653], [-2.709, -0.772, 1.547], [-1.745, 0.604, 1.815], [1.459, 2.240, -0.038], [1.437, -1.523, 0.483], [1.791, 1.039, 1.221], [3.050, 1.433, 0.052], [3.026, -1.195, -0.232], [1.709, -1.864, -1.229]], "forces_ev_per_a": [[-0.117, 0.254, -0.907], [2.492, -0.380, -0.591], [0.281, 1.634, 0.754], [-0.155, 0.030, -0.078], [-0.238, -0.108, 0.016], [-2.861, -0.122, 0.784], [0.814, -0.175, 0.580], [0.085, -0.262, -0.236], [0.092, 0.075, 0.144], [-0.771, 0.131, 0.645], [-0.264, -0.504, -0.134], [0.040, -0.417, -0.814], [0.273, -0.163, -0.110], [0.052, -0.030, -0.080], [0.126, 0.115, 0.000], [0.007, -0.122, 0.055], [-0.004, 0.041, 0.007], [0.111, -0.042, 0.052], [0.037, 0.044, -0.089]]}

[6]
{"formula": "C5H11NO2", "method": "wB97M-V/def2-TZVPD", "energy_ha": -402.27433, "total_charge": 0, "smiles": "CCN[C@H](C=O)CO", "homo_energy_ev": -8.7, "largest_force_ev_per_a": 3.36, "species": ["C", "C", "N", "C", "C", "O", "C", "O", "H", "H", "H", "H", "H", "H", "H", "H", "H", "H", "H"], "positions_angstrom": [[-1.009, -1.935, -0.545], [-1.117, -1.182, 0.795], [-0.076, -0.178, 1.012], [-0.100, 1.114, 0.190], [-0.196, 0.839, -1.355], [-0.764, 1.598, -2.108], [1.178, 1.794, 0.386], [2.236, 0.824, 0.043], [-0.906, -2.998, -0.392], [-1.881, -1.842, -1.104], [-0.103, -1.649, -1.060], [-0.878, -1.987, 1.543], [-2.114, -0.725, 0.967], [0.858, -0.719, 0.991], [-0.903, 1.763, 0.468], [0.357, -0.106, -1.576], [1.424, 2.255, 1.355], [1.217, 2.606, -0.345], [2.775, 0.529, 0.735]], "forces_ev_per_a": [[0.780, -0.378, 1.095], [0.667, -0.622, 0.546], [1.113, 0.182, -0.244], [-0.307, -3.350, -0.064], [-0.158, 0.674, 1.060], [0.630, -1.072, 0.386], [2.908, 0.204, 0.084], [-1.575, 1.412, -2.180], [0.018, -0.477, 0.319], [-1.290, 0.518, -1.501], [-0.210, -0.074, -0.292], [-0.763, 1.042, -0.104], [0.556, -0.472, -0.040], [-1.912, 1.881, -0.378], [-0.767, 0.212, 0.354], [-0.285, 0.906, -0.863], [-0.622, -0.457, -0.054], [0.351, -0.003, -0.021], [0.864, -0.129, 1.895]]}

[7]
{"formula": "C5H11NO2", "method": "wB97M-V/def2-TZVPD", "energy_ha": -402.29330, "total_charge": 0, "smiles": "C=CC[C@H](O)[C@@H](N)O", "homo_energy_ev": -9.4, "largest_force_ev_per_a": 4.30, "species": ["C", "C", "C", "C", "O", "C", "N", "O", "H", "H", "H", "H", "H", "H", "H", "H", "H", "H", "H"], "positions_angstrom": [[3.067, -0.121, 0.393], [1.925, 0.230, -0.205], [0.613, 0.738, 0.623], [-0.503, -0.248, 0.669], [-0.370, -1.580, 0.216], [-1.766, 0.463, -0.201], [-1.562, 0.351, -1.622], [-2.952, -0.236, 0.130], [3.159, -0.155, 1.477], [3.935, -0.452, -0.174], [1.831, 0.171, -1.289], [0.400, 1.741, 0.245], [0.969, 0.906, 1.644], [-0.867, -0.332, 1.699], [0.572, -1.771, 0.068], [-1.923, 1.510, 0.069], [-2.442, 0.587, -2.079], [-1.397, -0.629, -1.844], [-2.689, -1.173, 0.182]], "forces_ev_per_a": [[-0.574, -0.171, -0.201], [-1.324, 0.403, 1.300], [4.201, -0.604, -0.685], [-3.609, 1.703, -1.183], [0.886, 0.297, -0.408], [0.821, -2.067, 0.673], [0.614, 0.145, -0.187], [-0.179, -0.483, 0.768], [-0.001, 0.209, -0.137], [-0.176, 0.089, 0.025], [-0.037, 0.168, 0.177], [-0.553, -0.361, -0.232], [0.141, -0.059, -0.081], [-0.142, 0.262, -0.140], [-0.315, 0.076, -0.010], [0.222, -0.174, 0.195], [0.263, 0.088, 0.108], [0.105, 0.105, 0.062], [-0.342, 0.373, -0.045]]}

[8]
{"formula": "C5H11NO2", "method": "wB97M-V/def2-TZVPD", "energy_ha": -402.25850, "total_charge": 0, "homo_energy_ev": -8.5, "largest_force_ev_per_a": 3.31, "species": ["C", "C", "N", "C", "O", "H", "H", "H", "H", "H", "H", "H", "C", "C", "O", "H", "H", "H", "H"], "positions_angstrom": [[1.678, -0.749, -0.571], [1.828, -0.752, 0.810], [2.281, 0.147, -1.396], [-0.495, 0.757, -0.640], [-0.686, 0.744, -1.825], [1.136, -1.540, -1.072], [2.711, 0.952, -0.967], [1.846, 0.323, -2.288], [-0.053, 1.639, -0.118], [0.470, -0.465, 1.434], [2.536, -0.047, 1.227], [1.899, -1.723, 1.283], [-2.695, 0.464, 0.489], [-1.314, -0.200, 0.454], [-0.694, -0.189, 1.647], [-1.366, -1.203, -0.006], [-2.613, 1.484, 0.862], [-3.320, -0.111, 1.177], [-3.147, 0.468, -0.500]], "forces_ev_per_a": [[1.086, 0.131, 0.932], [0.879, -0.388, -1.210], [-0.596, -0.183, 0.241], [-2.549, -0.364, 1.539], [0.468, -0.221, -0.242], [-0.095, 0.005, -0.037], [0.052, -0.032, -0.013], [0.000, 0.006, -0.016], [0.493, -0.181, -0.070], [-3.195, 0.814, 0.244], [-0.090, 0.286, 0.021], [-0.536, -0.146, 0.078], [0.254, -0.475, 0.318], [1.161, 0.960, -2.605], [2.896, -0.487, 0.911], [-0.190, 0.095, -0.048], [0.008, 0.056, 0.034], [-0.047, 0.146, -0.043], [0.001, -0.022, -0.035]]}